The following is a DFT calculation (wB97M-V/def2-TZVPD) of a cluster of 2 separate species, C4H15NSi2 in total at a distorted geometry.

Summary:
Total charge: 0
Molecular weight in g/mol: 133.34
Spin multiplicity: 1
LUMO level in Eh: -0.002
Orbital gap in eV: 7.3

Structure (XYZ):
```
22
C4H15NSi2, DFT wB97M-V/def2-TZVPD
C 0.0182 -1.6041 -1.4796
C -0.6887 -1.4104 0.8740
C -1.5469 0.1454 -0.7976
C -0.2448 -0.6103 -0.2986
N 2.6048 -0.5957 0.6256
Si -0.2509 3.1576 0.9548
Si 1.4083 0.4209 -0.1581
H 0.0893 -1.0748 -2.3900
H 0.8093 -2.1765 -1.1592
H -0.8609 -2.2638 -1.4163
H -1.7474 -1.8052 0.7138
H -0.4320 -0.8985 1.6924
H -0.0950 -2.2656 0.9571
H -2.3900 -0.5877 -0.8053
H -1.7043 0.8544 0.0995
H -1.4730 0.6983 -1.7583
H 3.3776 -0.1722 1.0450
H 2.2881 -1.3030 1.3235
H -1.3773 2.7933 1.7466
H 0.6976 3.8779 1.8642
H -0.5678 4.0390 -0.2495
H 2.0857 0.7810 -1.3839
```